# 1
Molecular formula: C2H11N5
Method: DFT, ωB97M-V with the def2-TZVPD basis set

CARTESIAN COORDINATES (ANGSTROEM)
C (0.177565, 0.389002, -0.141542)
C (2.617225, -0.519396, -0.175403)
N (0.110524, -0.916676, -0.202550)
N (-2.220582, -0.619325, -0.450774)
N (0.175958, 1.266860, -1.197969)
N (0.095564, 0.974571, 1.099846)
N (-2.752399, -0.530599, 0.808492)
H (0.157774, -1.238794, -1.162007)
H (-2.222193, -1.613872, -0.677198)
H (-0.281261, 2.151235, -1.028693)
H (-0.113481, 0.856188, -2.071778)
H (0.529446, 1.880238, 1.195769)
H (0.343137, 0.337000, 1.841550)
H (-2.639505, 0.405030, 1.176665)
H (-2.432684, -1.220981, 1.486499)
H (2.730865, -0.980998, 0.795530)
H (2.889774, 0.524954, -0.264442)
H (2.834273, -1.144436, -1.031997)

Atoms 1-6, force components in eV/Å:
-0.7 -1.8 -0.1
1.2 -0.1 0.0
0.9 1.4 0.3
-1.5 0.1 0.1
0.2 0.2 -0.2
0.1 0.3 0.2

Summary:
2S+1   1
Orbital gap (spin up / spin down)   0.287 / 0.292 Ha
HOMO energy (spin up / spin down)   -6.944 / -7.086 eV

---

# 2
Molecular formula: C5H5N
Method: DFT, ωB97M-V with the def2-TZVPD basis set

CARTESIAN COORDINATES (ANGSTROEM)
C (-0.993023, -0.283665, 0.933337)
C (0.017473, -0.663310, 1.547552)
C (0.420852, 0.259325, -1.024668)
C (-1.718357, 0.260256, -0.068491)
C (1.380176, -0.602127, 1.052326)
N (1.329500, -0.123504, -0.328906)
H (0.381379, 0.586913, -2.033214)
H (-2.294233, -0.345907, -0.751811)
H (-1.998187, 1.305667, -0.026289)
H (1.995447, 0.114620, 1.606422)
H (1.894851, -1.566007, 1.023791)

Atoms 1-6, force components in eV/Å:
1.3 -0.7 1.3
-1.5 0.2 0.2
-0.4 -0.4 1.2
0.8 0.4 -1.2
0.3 -0.2 0.4
-0.4 0.6 -1.3

Summary:
2S+1   1
Orbital gap (spin up / spin down)   0.324 / 0.324 Ha
HOMO energy (spin up / spin down)   -8.247 / -8.246 eV

---

# 3
Molecular formula: C4H5NS
Method: DFT, ωB97M-V with the def2-TZVPD basis set

CARTESIAN COORDINATES (ANGSTROEM)
C (0.191532, 1.667970, -0.935811)
C (-0.037967, 0.927116, 0.109723)
C (0.038619, -0.609224, -0.030321)
S (-1.626731, -1.332648, -0.432368)
C (0.426204, -1.097455, 1.278906)
N (0.845987, -1.314176, 2.315477)
H (0.263610, 2.726348, -0.842986)
H (0.704837, 1.327480, -1.733402)
H (-0.277317, 1.304651, 1.056861)
H (0.883093, -0.935323, -0.613103)
H (-1.411866, -2.664740, -0.172977)

Atoms 1-6, force components in eV/Å:
0.3 1.9 1.9
-0.3 -2.3 -1.1
-0.4 0.1 1.5
0.3 -0.1 -0.3
0.0 0.4 -0.2
0.3 -0.5 1.1

Summary:
SMILES string   C=C[C@H](S)C#N
2S+1   1
Orbital gap   0.384 Ha
HOMO energy   -9.907 eV

---

# 4
Molecular formula: C16H48O16
Method: DFT, ωB97M-V with the def2-TZVPD basis set

CARTESIAN COORDINATES (ANGSTROEM)
O (-0.585745, -1.070540, 3.798136)
C (-2.016657, -0.988005, 3.700889)
C (-2.589131, -2.334035, 4.273612)
O (-2.628114, -3.278551, 3.182803)
H (-0.225727, -1.824380, 3.325154)
H (-2.418442, -0.169675, 4.298397)
H (-2.434359, -0.884908, 2.699393)
H (-3.628087, -2.186008, 4.568167)
H (-1.937671, -2.644617, 5.090459)
H (-1.944649, -3.948573, 3.257358)
O (-1.479151, 1.359161, -0.049753)
C (-0.275024, 2.132260, 0.047377)
C (0.925598, 1.193311, 0.159430)
O (2.092544, 1.933908, 0.037302)
H (-1.920236, 1.367920, 0.802881)
H (-0.110047, 2.815084, -0.786069)
H (-0.295110, 2.803642, 0.905825)
H (0.961686, 0.375495, -0.560273)
H (0.870802, 0.542572, 1.032147)
H (2.928968, 1.523593, 0.268885)
O (-4.035987, 6.233786, -2.893939)
C (-4.265542, 4.861873, -3.035593)
C (-2.972334, 4.037059, -3.020128)
O (-2.066956, 4.676986, -3.965187)
H (-3.579630, 6.484532, -3.700456)
H (-4.849302, 4.513152, -2.183710)
H (-4.789507, 4.644840, -3.966428)
H (-3.120541, 2.992608, -3.294465)
H (-2.450312, 3.874537, -2.077170)
H (-1.330909, 4.117367, -4.223391)
O (6.784675, 0.895853, 0.289918)
C (6.234305, -0.358362, 0.161783)
C (6.728859, -1.299536, 1.296167)
O (8.107819, -1.549995, 1.148688)
H (7.707459, 1.014751, 0.053423)
H (5.164055, -0.201137, 0.027815)
H (6.646118, -0.682018, -0.794121)
H (6.233193, -2.263309, 1.179780)
H (6.559181, -0.962203, 2.318673)
H (8.621769, -1.068701, 1.801225)
O (-3.373573, 2.536921, 3.097195)
C (-4.103441, 1.737859, 2.236329)
C (-5.394024, 1.250311, 2.937868)
O (-5.164913, 0.199274, 3.901898)
H (-3.311232, 2.111380, 3.955463)
H (-4.187658, 2.443015, 1.409419)
H (-3.411415, 1.008722, 1.814959)
H (-5.980566, 0.927175, 2.077844)
H (-5.987541, 2.032069, 3.411888)
H (-6.041000, 0.042883, 4.261913)
O (1.287127, -0.222459, -4.690787)
C (1.869062, 0.802881, -3.822272)
C (3.376275, 0.811236, -4.049191)
O (4.074293, -0.347656, -3.515220)
H (1.855279, -0.976540, -4.864448)
H (1.382506, 1.777702, -3.855152)
H (1.804443, 0.361884, -2.827561)
H (3.684044, 1.665745, -3.446544)
H (3.516175, 1.025955, -5.108641)
H (4.371167, 0.003520, -2.672519)
O (3.379516, -2.498356, 1.461305)
C (1.938734, -2.465681, 1.491889)
C (1.216066, -3.693033, 1.057328)
O (1.493068, -4.723646, 2.037473)
H (3.635914, -3.397436, 1.243353)
H (1.643821, -2.223207, 2.512837)
H (1.756595, -1.598928, 0.856551)
H (1.618799, -4.288661, 0.238106)
H (0.141089, -3.542713, 0.957656)
H (0.811531, -5.399751, 2.039109)
O (-0.636656, -2.045449, -3.403754)
C (-1.861892, -1.856889, -2.618386)
C (-1.738884, -2.239275, -1.139977)
O (-1.602958, -3.547715, -0.751200)
H (0.001626, -1.451549, -3.001911)
H (-2.153366, -0.827155, -2.825286)
H (-2.590734, -2.577944, -2.988485)
H (-2.668889, -1.838176, -0.737121)
H (-0.924690, -1.736283, -0.618262)
H (-2.341559, -3.919765, -1.238673)

Atoms 1-6, force components in eV/Å:
-0.4 1.2 -0.1
-0.2 -2.1 1.1
0.0 1.0 -1.5
0.1 0.0 0.3
-0.4 -0.1 -0.2
0.6 0.2 0.1

Summary:
SMILES string   OCCO.OCCO.OCCO.OCCO.OCCO.OCCO.OCCO.OCCO
2S+1   1
Orbital gap   0.376 Ha
HOMO energy   -9.882 eV

---

# 5
Molecular formula: C17H27NO3
Method: DFT, ωB97M-V with the def2-TZVPD basis set

CARTESIAN COORDINATES (ANGSTROEM)
C (0.009451, 3.913622, -2.762071)
C (1.067421, 2.820134, -2.840277)
C (0.685128, 1.618564, -1.980510)
C (1.724729, 0.509542, -2.068800)
O (1.414587, -0.530265, -1.165531)
C (2.362230, -1.569170, -1.226738)
C (2.085422, -2.643274, -0.179045)
C (0.856402, -3.507874, -0.478293)
N (-0.382776, -2.921818, -0.031133)
C (-1.403950, -2.619515, -0.862663)
O (-1.344261, -2.768363, -2.064005)
C (-2.668364, -2.143911, -0.154726)
C (-2.466391, -0.942735, 0.766435)
C (-1.899278, 0.249771, -0.006655)
O (-1.751915, 1.391544, 0.813299)
C (-0.720520, 1.456163, 1.701841)
C (0.366199, 0.588271, 1.740544)
C (1.362728, 0.776556, 2.683749)
C (1.293063, 1.812716, 3.596330)
C (0.214085, 2.681846, 3.554441)
C (-0.783883, 2.507577, 2.618370)
H (-0.120268, 4.242848, -1.733691)
H (0.298553, 4.770684, -3.365781)
H (-0.946784, 3.543898, -3.124651)
H (1.186996, 2.500570, -3.878111)
H (2.027557, 3.217195, -2.502583)
H (-0.278146, 1.227737, -2.310542)
H (0.590134, 1.930361, -0.938885)
H (1.763370, 0.108663, -3.093922)
H (2.723121, 0.912595, -1.828426)
H (2.356290, -2.019841, -2.231832)
H (3.368430, -1.150240, -1.053149)
H (2.962376, -3.291414, -0.140412)
H (1.971601, -2.168503, 0.797312)
H (0.978281, -4.482986, 0.009409)
H (0.752521, -3.662867, -1.554512)
H (-0.486426, -2.767811, 0.958677)
H (-3.393480, -1.894419, -0.930701)
H (-3.064555, -2.984785, 0.420645)
H (-1.794129, -1.186021, 1.593009)
H (-3.425675, -0.656723, 1.204143)
H (-2.606818, 0.557319, -0.781470)
H (-0.956045, -0.026837, -0.486950)
H (0.465081, -0.207179, 1.020209)
H (2.206389, 0.100754, 2.699884)
H (2.073101, 1.946532, 4.330563)
H (0.149973, 3.499647, 4.257097)
H (-1.628860, 3.176689, 2.570494)

Atoms 1-6, force components in eV/Å:
0.2 -0.1 -0.1
-0.2 -0.1 0.2
0.4 -0.2 -0.1
0.0 0.3 -0.1
-0.2 -0.1 0.1
0.3 -0.1 0.1

Summary:
SMILES string   CCCCOCCCNC(=O)CCCOc1ccccc1
2S+1   1
Orbital gap   0.338 Ha
HOMO energy   -8.413 eV

---

# 6
Molecular formula: C4H7ClOS
Method: DFT, ωB97M-V with the def2-TZVPD basis set

CARTESIAN COORDINATES (ANGSTROEM)
C (2.585824, 0.618373, -0.507485)
C (-0.619011, 1.051416, 0.513525)
C (-0.105678, -0.192946, -0.218207)
C (1.230981, -0.703680, 0.277381)
O (2.337889, 1.241695, -1.481855)
S (1.904619, -2.274794, -0.258108)
Cl (3.913712, 0.677643, 0.605951)
H (-0.568816, 0.758646, 1.488692)
H (0.200926, 1.718236, 0.289018)
H (-1.647860, 1.431799, 0.091263)
H (-0.145538, 0.125857, -1.200285)
H (-0.706960, -1.124470, -0.012346)
H (1.328514, -0.682875, 1.414931)
H (1.876926, -2.024486, -1.615556)

Atoms 1-6, force components in eV/Å:
-3.8 -1.7 1.3
-0.5 -0.1 -3.1
-0.9 -2.1 2.1
2.6 2.8 -0.7
0.9 -0.5 0.8
-0.4 0.2 -0.8

Summary:
2S+1   1
Orbital gap   0.340 Ha
HOMO energy   -8.730 eV

---

What are the electronic energy values for these records? In order: -9698.443, -6750.826, -16552.480, -50122.965, -25700.007, -29664.511 eV.
What are the ΔE to the lowest compared entry with this formula, charge and spin values for these records? In order: 114.6, 117.2, 36.5, 99.2, 17.3, 47.2 kcal/mol.